Record 1
67
Properties=species:S:1:pos:R:3:forces:R:3:mulliken_charge:R:1 method="wB97M-V/def2-TZVPD" mol_weight_g_mol=693.6 relative_energy_ev=1.7876 lumo_energy_ev="-4.67 / -6.86" total_charge=+2 gap_ev="7.96 / 5.95" multiplicity=3
Pt -3.52031 9.70478 16.04143 0.2669 0.5794 0.3694 1.736
P -1.71531 10.29728 14.61255 0.8044 -0.6214 0.7417 0.789
P -5.35943 7.74585 14.01065 -0.9739 -1.2623 0.1206 1.208
O -5.07121 6.74922 12.92772 -0.2920 0.5458 -0.1534 -0.869
O -4.93842 9.17598 14.02332 0.5627 0.7976 0.1847 -0.760
N -5.76830 9.96573 19.52535 -0.4227 0.2764 -1.5782 -0.036
N -6.35610 9.34031 17.49580 -0.2863 0.2460 0.1437 -0.217
N -5.29775 12.74763 18.34122 -0.9606 0.1666 1.4938 -0.085
N -4.59287 11.62935 16.59794 -1.2563 -2.0574 1.2379 -0.125
N -7.55465 9.27845 14.83111 1.5382 0.8618 -0.3071 -0.012
N -3.55090 5.97098 14.82523 -0.8929 0.5599 -2.0807 0.070
C -5.86587 10.32587 18.22338 0.2106 -0.2199 0.4280 -0.297
C -6.61949 8.32452 18.38315 -0.0903 -0.0720 0.2930 -0.571
C -1.90669 7.43190 19.83936 0.5153 0.2442 0.1310 0.460
C -0.78750 5.75127 21.85256 -0.0506 -0.3624 0.9778 -0.388
C -4.54850 13.60500 17.60507 -0.0282 1.2746 -0.6559 -0.707
C -0.22349 7.83848 14.39625 -0.8583 1.9562 1.8272 -0.259
C -2.89382 8.98331 17.85573 0.0070 0.1600 -0.7664 -2.227
C -1.19725 8.69438 13.84477 0.4563 0.7233 0.6896 0.370
C -7.22192 7.87737 14.39719 0.4046 -0.0653 -0.9591 -0.846
C -1.42069 6.97210 22.16209 0.9855 -0.7112 0.9370 -0.402
C -0.57835 6.30575 12.67323 -0.8595 -2.2242 -2.2051 -0.405
C -0.26080 10.80255 15.62272 -1.2492 0.7037 -0.4891 -1.525
C -6.22884 8.71893 19.65351 -0.6904 -1.5862 0.6158 -0.585
C -1.38645 6.13109 19.59705 -1.5509 1.5372 -3.5996 -0.235
C -1.52485 7.11114 12.06786 1.1612 1.3721 2.2869 -0.918
C -0.89763 5.30049 20.55425 0.5688 1.0606 0.3988 -0.529
C -1.81779 8.32024 12.68575 -0.5274 -0.2838 -0.7162 -0.183
C -4.16803 12.88020 16.50128 1.5583 1.8499 -0.4653 -0.131
C -5.33016 11.56353 17.73600 1.1236 -0.3948 -1.6625 0.174
C -1.77012 11.62076 13.35155 -1.1338 -1.6054 1.1652 -1.089
C -2.41344 8.31704 18.75977 0.3582 -1.0476 0.9306 1.486
C -1.85729 7.84151 21.18672 -1.2434 0.0456 -0.1093 -0.482
C 0.02401 6.62145 13.84803 1.6483 -0.5102 0.8962 -0.787
C -4.61214 6.75638 15.41472 -1.1620 1.3947 0.5114 -0.728
H -4.47808 14.67018 17.87292 0.1541 -0.8509 -0.2623 0.408
H -1.97682 6.93923 11.16522 -0.9207 -0.9473 -2.0439 0.568
H -2.28449 12.39786 13.87358 -0.1584 0.8956 0.0642 0.260
H -0.38306 11.86591 15.92417 0.2944 -0.5451 -0.5459 0.377
H -5.32914 6.07975 15.84700 -0.4144 -0.1542 0.1632 0.626
H -8.52958 9.55391 14.99699 0.1660 -0.6323 -0.0635 0.408
H -7.42701 7.20553 15.21171 -0.4204 -0.2286 0.2876 0.351
H -0.36907 5.34231 12.17602 0.0979 0.5495 0.3889 0.369
H -5.29551 10.45751 20.22574 0.6885 0.8214 1.0546 0.224
H -2.54102 8.96830 12.23681 -0.4220 0.2532 -0.2499 0.133
H 0.78644 5.97197 14.30693 -0.5305 0.2583 -0.3403 0.445
H 0.59807 10.59605 14.99053 0.3631 0.2910 0.3056 0.556
H -4.26127 7.43398 16.17707 0.2959 -0.1765 0.5838 -0.313
H -2.30042 8.76978 21.56445 0.2099 -0.1576 -0.5900 0.332
H -0.27941 10.26532 16.54343 0.3033 -0.6891 0.5783 0.396
H -3.52067 13.16257 15.66635 -0.4261 0.1742 0.5146 0.279
H -3.97779 5.85191 13.81837 0.7601 0.2393 0.4572 0.516
H -7.13987 9.97173 14.15936 -0.3349 -0.8223 0.5093 0.449
H -0.20096 5.11359 22.58068 -1.1851 0.9964 -0.6101 0.333
H -6.98085 9.40802 15.71396 -0.6051 0.2668 0.1236 0.306
H -0.77879 11.86302 13.10013 1.1501 0.4708 -0.6020 0.479
H -6.23903 8.30284 20.67700 -0.1828 -0.1864 -1.1110 0.442
H -2.38672 11.27914 12.54882 -0.1964 0.0438 -0.7885 0.416
H -3.49014 5.08968 15.26031 0.7996 -1.2629 0.7183 0.366
H -2.69467 6.51259 14.77927 0.6213 -0.3151 -0.0892 -0.040
H -1.55866 7.25352 23.20933 0.4007 0.0537 -0.3397 0.354
H -0.47500 4.40294 20.23413 0.5854 -1.4617 -0.2197 0.422
H -7.14204 7.44207 18.01183 0.3896 0.1657 0.5636 0.462
H -5.80998 12.98867 19.20395 0.4711 -0.1591 -0.8376 0.265
H 0.22884 8.17249 15.33935 0.1060 -0.4158 -0.4414 0.335
H -1.40790 5.84210 18.48718 0.1363 0.0677 1.7958 0.171
H -7.79547 7.59015 13.50294 0.1623 0.1259 0.3940 0.409



Record 2
101
Properties=species:S:1:pos:R:3:forces:R:3:mulliken_charge:R:1 method="wB97M-V/def2-TZVPD" mol_weight_g_mol=863.0 lumo_energy_ev=-4.53 total_charge=+2 gap_ev=8.05 multiplicity=1
In 0.04074 0.13112 0.05471 0.0080 0.3959 -0.4259 0.727
S -1.18904 1.58321 -2.14124 -0.4191 -0.1755 -0.0368 0.195
S -3.79970 2.78003 0.13080 0.0262 -0.0289 0.0887 -0.156
S 0.16914 2.90451 0.50524 0.0252 0.2736 0.1855 0.350
Si 2.82726 -0.60971 1.61770 0.1546 -0.1336 0.3227 0.537
Si -0.15148 -2.44401 2.15270 0.1292 -0.1629 0.3817 0.272
F 4.42488 -7.10865 -1.36858 -0.0809 0.0768 0.0609 -0.359
O 1.79656 -2.87530 -0.69186 -0.1568 -0.2164 0.0288 -0.176
O 1.09501 -0.21847 -1.99404 0.0107 -0.0629 0.7507 -0.792
O -0.84700 -1.21317 -1.62164 0.3214 0.0315 0.3921 -0.779
N 1.30320 -3.91882 -4.60064 -0.0626 -0.0008 -0.0543 0.295
N -0.54889 0.87565 2.92574 0.1134 0.1022 -0.1210 0.527
N 4.40561 -10.57353 -3.39952 -0.0104 -0.0026 0.0047 -0.116
N 4.12977 -7.81153 -4.08319 -0.0425 -0.1139 0.0394 0.134
C 2.07817 -4.73687 -3.79224 0.0380 -0.0413 0.1044 -0.559
C -3.55891 1.15159 -0.64444 0.0577 0.1816 -0.0223 0.365
C 2.71473 -5.87275 -4.30964 -0.0342 0.0502 -0.0874 -0.901
C 0.40683 -5.32035 -6.53086 -0.0095 -0.1309 -0.0335 -0.406
C 0.85324 -2.42367 -2.79087 -0.0642 0.1024 -0.2255 -1.455
C 3.07782 -10.01910 -3.84459 -0.0683 0.0482 -0.0517 -0.772
C 5.39240 -8.32939 -3.60324 0.0170 0.0225 -0.0559 -0.906
C -1.09923 3.37356 -1.93024 -0.0157 -0.1073 0.0093 -0.517
C 3.60200 -0.71604 -0.08034 -0.1842 0.0309 -0.0455 -0.995
C 0.30192 -1.18020 -2.15844 0.1519 -0.4486 -0.1685 1.439
C -2.95655 1.18610 -2.03839 0.0810 0.0825 0.0021 -0.934
C 2.26568 -4.40055 -2.44307 -0.0512 -0.0889 -0.1153 0.823
C -0.06629 -3.91461 -6.73939 -0.0823 0.0520 -0.0301 -1.004
C -1.70427 -1.88416 3.04643 -0.0414 0.0179 0.0143 -0.971
C 5.22895 -9.53240 -2.68360 0.0775 0.0631 0.0755 -0.632
C 3.50825 -6.68261 -3.51543 0.0065 0.0612 -0.0903 -0.491
C 1.63756 -3.20783 -1.86410 0.1598 0.1453 0.1375 0.508
C 0.90545 -0.82566 1.88114 -0.4195 0.3920 -1.2626 1.600
C 3.07578 -5.20948 -1.64425 -0.0015 0.0522 0.0583 -0.640
C 3.66853 -6.31776 -2.17292 -0.0161 0.0330 0.0577 0.449
C 3.17243 1.15297 2.17013 -0.0221 -0.0251 0.0633 -0.825
C 1.10107 -0.19028 4.27089 -0.0214 0.0478 -0.0041 -0.671
C -1.31217 3.66186 1.26767 -0.1533 -0.2111 0.1864 -1.070
C 0.64289 0.44854 5.40235 0.0321 -0.0112 -0.0016 -0.926
C 0.47954 0.03638 3.03368 0.1792 -0.3191 0.3780 -1.344
C -0.99370 1.47605 4.03627 -0.0330 0.0827 -0.0320 -0.278
C -0.44535 1.30042 5.28873 -0.0299 0.0211 0.0003 -1.105
C 3.33022 -8.81685 -4.74957 0.0681 0.0103 0.0268 -0.686
C 3.76677 -1.84633 2.66432 0.0568 0.0346 0.0284 -1.264
C 0.82482 -3.56847 3.28255 -0.0332 -0.0299 0.0174 -1.201
C 0.75033 -2.78652 -4.08470 -0.1275 0.0301 -0.0649 -0.474
C 0.15233 3.68934 -1.12265 0.0091 -0.1938 -0.0747 -1.115
C -0.81321 -3.44901 0.72303 0.0901 0.2332 -0.1921 -0.807
C -2.55999 2.78777 1.45933 -0.0227 0.0147 -0.2996 0.484
C 1.22165 -4.16693 -6.02436 0.0640 0.0132 0.0480 -0.319
H -2.34872 -2.74968 3.21493 0.0237 -0.0314 -0.0228 0.499
H 3.53724 -2.87069 2.37016 0.0102 0.0083 -0.0353 0.301
H 2.61830 -6.11074 -5.35832 0.0134 -0.0065 -0.0167 0.839
H 4.19074 1.42815 1.88884 0.0052 -0.0116 -0.0044 0.472
H -0.92250 -3.59364 -6.16250 0.0157 -0.0268 0.0326 0.361
H 3.21633 -4.95114 -0.60283 -0.0102 0.0006 0.0107 0.698
H 2.53186 -10.80973 -4.35656 0.0355 -0.0324 0.0086 0.432
H 2.49524 1.85923 1.68009 0.0640 0.0107 0.0224 0.162
H 3.74389 -1.74268 -0.40627 -0.0193 0.0109 0.0002 0.136
H -2.00203 3.71603 -1.42956 0.0441 0.0651 -0.0203 0.234
H -0.96425 3.99927 2.24310 0.0165 -0.0295 0.0275 0.566
H -3.48839 1.88385 -2.68500 -0.0602 -0.0434 -0.0105 0.522
H 4.69251 -9.27040 -1.77378 0.0017 -0.0678 -0.0658 0.439
H 1.16091 -3.05774 4.18616 0.0013 -0.0316 -0.0023 0.335
H -1.51060 -1.42094 4.01492 -0.0290 -0.0130 -0.0042 0.327
H 3.07035 1.30381 3.24447 0.0102 0.0175 -0.0110 0.354
H -1.54264 4.55396 0.68562 0.0506 0.0023 -0.0285 0.636
H -2.27669 1.75457 1.64903 -0.0053 0.0632 0.1557 -0.836
H -3.02163 0.19069 -2.47845 0.0087 0.0170 -0.0639 0.412
H 1.92839 -0.88065 4.33310 -0.0315 0.0483 0.0216 0.142
H 4.26726 -11.38722 -2.79794 0.0060 0.0219 -0.0261 0.352
H -1.24900 -2.82239 -0.05970 -0.0095 -0.1576 0.0347 0.194
H 4.92072 -10.89758 -4.22275 -0.0074 -0.0389 0.0297 0.378
H 0.17769 -4.39278 3.59336 0.0060 -0.0035 0.0114 0.475
H 1.11907 0.27958 6.35937 -0.0091 -0.0150 -0.0004 0.492
H -2.27166 -1.16623 2.44599 -0.0284 -0.0190 0.0333 0.179
H 2.53817 -9.72669 -2.94484 0.0202 -0.0232 0.0295 0.353
H -0.00790 -3.48264 -7.72750 0.0246 -0.0143 -0.0037 0.266
H 3.60105 -1.75771 3.73790 0.0494 -0.0463 -0.0285 0.475
H 2.36987 -8.40633 -5.05025 -0.0091 0.0162 -0.0063 0.422
H -4.54192 0.68328 -0.69934 -0.0064 -0.0141 0.0018 0.496
H -2.94464 0.54750 0.02782 -0.0567 -0.0922 0.0141 -0.625
H -1.04065 3.83172 -2.91699 0.0408 0.0458 0.0225 0.555
H -0.12586 -5.91708 -5.80210 0.0051 0.0588 0.0420 0.211
H -0.85880 1.81350 6.14497 -0.0104 0.0057 -0.0123 0.489
H -1.85225 2.12465 3.92171 -0.0354 0.0573 -0.0728 0.340
H 4.58495 -0.24892 0.02253 -0.0063 0.0400 0.0409 0.588
H -1.60730 -4.07888 1.13182 0.0072 0.0260 0.0433 0.583
H 5.98939 -8.62954 -4.47428 0.0191 0.0088 0.0027 0.383
H 2.13988 -3.93352 -6.55103 -0.0045 0.0087 -0.0113 0.488
H 0.20527 -2.18733 -4.80088 0.0205 0.0100 0.0036 0.839
H 3.84304 -9.15256 -5.65979 -0.0246 0.0128 -0.0130 0.327
H 0.78715 -5.87350 -7.37898 0.0088 0.0330 -0.0052 0.306
H 4.83316 -1.68432 2.48497 0.0059 -0.0005 0.0214 0.448
H 1.69707 -3.99738 2.78924 -0.0202 -0.0070 -0.0256 0.316
H 5.95535 -7.55838 -3.08487 -0.0043 -0.0239 -0.0162 0.449
H 1.04969 3.31178 -1.61791 0.0016 0.0573 -0.0447 0.405
H -0.06437 -4.08879 0.26697 0.0695 -0.0333 -0.0287 0.107
H 3.05758 -0.18398 -0.85982 0.0838 -0.0227 -0.0520 0.267
H -3.09803 3.15298 2.33420 0.0460 0.0345 0.0049 0.484
H 6.18926 -9.97639 -2.42718 -0.0144 -0.0573 -0.0232 0.356
H 0.26990 4.76517 -0.99544 0.0130 -0.0158 0.0735 0.513